(1)
Molecular formula: C41H58ClF4MgN8NaO10S3
Method: DFT, ωB97M-V/def2-TZVPD

```
127
C41H58ClF4MgN8NaO10S3 (ωB97M-V/def2-TZVPD)
C -2.35 -4.94 -2.96
C -1.19 -4.14 -2.13
O -1.21 -2.68 -2.43
N 0.11 -2.33 -2.50
C 0.55 -2.18 -3.93
C 1.38 -3.35 -4.56
C 1.87 -3.15 -6.05
C 1.55 -1.88 -6.90
C 2.07 -1.66 -8.40
C 3.44 -0.78 -8.26
N 3.68 0.31 -8.97
C 0.68 -0.71 -6.27
C 0.30 0.63 -7.04
C -1.29 0.86 -7.17
S -1.70 2.70 -7.30
C -2.80 3.17 -5.91
N -2.78 2.79 -4.53
N -3.75 3.35 -3.76
C -4.46 4.20 -4.68
O -3.89 4.10 -5.98
C 0.22 -0.91 -4.80
S -0.76 0.40 -3.89
C 0.07 0.34 -2.20
C 0.41 1.61 -1.38
C 1.14 1.39 -0.02
C 1.52 2.75 0.79
O 2.53 3.42 0.37
O 0.79 3.16 1.89
C 1.53 -0.02 0.55
C 2.26 -0.25 1.94
C 3.59 0.62 2.14
O 4.55 0.49 1.07
C 4.29 0.07 3.51
F 3.28 0.02 4.55
F 5.28 0.96 3.99
F 4.75 -1.28 3.38
C 1.16 -1.28 -0.33
S 1.51 -3.03 0.21
C 0.43 -1.12 -1.72
H -1.99 -5.97 -3.32
H -3.21 -5.08 -2.22
H -2.71 -4.37 -3.88
H -1.22 -4.36 -1.01
H -0.20 -4.58 -2.52
H 1.64 -4.29 -3.95
H 2.50 -3.96 -6.57
H 1.34 -1.11 -9.08
H 2.41 -2.68 -8.79
H 4.20 -1.16 -7.48
H 2.89 0.47 -9.61
H 0.71 1.54 -6.44
H 0.76 0.67 -8.09
H -1.93 0.32 -6.38
H -1.60 0.41 -8.19
H -5.34 4.85 -4.34
H 0.12 2.65 -1.78
H 1.49 0.00 2.77
H 2.56 -1.35 2.14
H 3.42 1.74 2.32
H 5.16 1.27 1.20
H 2.78 -3.42 -0.19
C 0.30 -0.80 6.89
C -1.22 -0.77 6.86
N -1.82 0.64 6.96
C -1.37 1.26 8.29
C -3.35 0.55 7.07
C -4.09 0.00 5.86
C -1.35 1.61 5.85
C -1.50 1.15 4.40
O -0.76 -0.03 4.15
C -1.27 -0.81 3.08
H 0.70 -0.47 7.85
H 0.64 -1.83 6.74
H 0.76 -0.20 6.10
H -1.61 -1.33 7.71
H -1.60 -1.24 5.96
H -1.64 0.57 9.09
H -1.88 2.21 8.41
H -0.30 1.42 8.26
H -3.72 1.55 7.31
H -3.55 -0.10 7.93
H -4.27 0.79 5.12
H -5.08 -0.35 6.17
H -3.58 -0.84 5.38
H -0.29 1.80 6.05
H -1.90 2.54 6.01
H -1.10 1.94 3.75
H -2.55 1.04 4.12
H -2.03 -0.29 2.49
H -1.71 -1.73 3.50
H -0.44 -1.10 2.43
N -5.99 6.03 0.96
C -6.63 5.21 0.12
C -6.01 4.51 -0.91
C -4.65 4.68 -1.08
C -3.95 5.53 -0.22
C -4.66 6.17 0.78
H -7.70 5.11 0.30
H -6.58 3.86 -1.55
H -4.13 4.16 -1.87
H -2.89 5.68 -0.33
H -4.17 6.84 1.47
F -3.08 -0.95 -6.34
C -3.53 -7.34 0.32
N -2.28 -6.53 0.22
O -1.59 -6.68 -0.78
O -2.03 -5.78 1.15
H -3.62 -7.96 -0.57
H -3.45 -7.96 1.21
H -4.36 -6.65 0.39
C 8.38 1.53 0.99
C 7.48 2.73 0.94
O 6.36 2.69 0.44
N 7.94 3.90 1.46
C 9.22 4.15 2.09
H 7.87 0.68 0.53
H 9.30 1.72 0.44
H 8.61 1.27 2.03
H 7.28 4.66 1.39
H 9.04 4.50 3.11
H 9.72 4.94 1.53
H 9.85 3.27 2.12
Mg 3.36 -2.68 -3.34
Cl -2.61 0.77 -1.73
Na -2.36 -2.19 -0.94
O -4.60 -9.71 0.29
H -4.49 -10.58 0.67
```

As for the highest occupied orbital energy: -6.356 eV.


(2)
Molecular formula: C41H58N4O6PtS2
Method: DFT, ωB97M-V/def2-TZVPD

```
112
C41H58N4O6PtS2 (ωB97M-V/def2-TZVPD)
Pt -0.52 -0.67 -1.34
C -1.80 -3.44 -2.08
N -0.48 -2.81 -2.00
C 0.11 -2.76 -3.35
C 0.41 -3.51 -1.04
C 0.73 -2.69 0.22
N 1.20 -1.34 -0.06
C 1.22 -0.46 1.13
C -0.10 0.07 1.65
C -0.51 -0.23 2.92
C -1.62 0.41 3.51
C -2.28 1.41 2.77
C -1.93 1.75 1.48
C -0.83 1.03 0.86
O -0.50 1.25 -0.36
C -2.68 2.83 0.71
C -3.78 3.49 1.54
C -1.67 3.91 0.28
C -3.34 2.23 -0.55
C -2.04 0.04 4.91
C -3.22 0.87 5.42
C -2.44 -1.44 4.94
C -0.86 0.26 5.88
C 2.56 -1.39 -0.64
C 3.09 -0.13 -1.24
C 4.36 0.30 -0.91
C 4.96 1.38 -1.54
C 4.20 2.05 -2.50
C 2.92 1.67 -2.87
C 2.34 0.51 -2.27
O 1.20 0.01 -2.67
C 2.12 2.46 -3.90
C 1.74 1.55 -5.09
C 2.90 3.64 -4.48
C 0.86 3.00 -3.21
C 6.38 1.79 -1.19
C 7.33 0.61 -1.46
C 6.46 2.16 0.30
C 6.88 2.99 -2.00
H -1.73 -4.42 -2.57
H -2.47 -2.80 -2.66
H -2.21 -3.58 -1.09
H 0.31 -3.77 -3.73
H 1.04 -2.19 -3.33
H -0.58 -2.25 -4.02
H 1.33 -3.78 -1.56
H -0.05 -4.43 -0.69
H 1.47 -3.25 0.81
H -0.18 -2.61 0.81
H 1.82 0.41 0.84
H 1.73 -0.98 1.95
H 0.02 -0.98 3.48
H -3.11 1.93 3.22
H -3.38 4.02 2.40
H -4.52 2.76 1.88
H -4.30 4.22 0.91
H -1.20 4.36 1.16
H -2.17 4.70 -0.28
H -0.90 3.49 -0.35
H -4.04 1.45 -0.28
H -2.59 1.81 -1.21
H -3.86 3.02 -1.10
H -4.09 0.76 4.77
H -2.96 1.93 5.48
H -3.51 0.54 6.42
H -3.27 -1.62 4.25
H -2.76 -1.74 5.94
H -1.63 -2.10 4.64
H -0.54 1.30 5.84
H -0.01 -0.37 5.62
H -1.16 0.03 6.90
H 2.54 -2.15 -1.42
H 3.25 -1.73 0.15
H 4.90 -0.25 -0.15
H 4.63 2.91 -2.98
H 2.64 1.20 -5.59
H 1.13 2.11 -5.80
H 1.17 0.70 -4.74
H 3.80 3.31 -5.00
H 3.18 4.37 -3.71
H 2.28 4.16 -5.22
H 0.32 2.19 -2.72
H 0.19 3.47 -3.94
H 1.13 3.74 -2.46
H 7.08 -0.25 -0.83
H 8.36 0.90 -1.24
H 7.27 0.30 -2.50
H 6.17 1.32 0.94
H 5.79 3.00 0.51
H 7.47 2.46 0.57
H 6.89 2.76 -3.07
H 7.90 3.23 -1.70
H 6.27 3.87 -1.82
O -1.68 -5.27 1.64
S -2.39 -4.35 2.50
O -2.12 -4.44 3.91
N -2.12 -2.83 1.91
C -3.11 -2.43 1.17
S -3.04 -1.15 0.06
C -4.35 -3.24 1.33
C -5.63 -2.98 0.84
C -6.65 -3.87 1.16
C -6.40 -5.00 1.93
C -5.12 -5.27 2.40
C -4.13 -4.37 2.09
H -5.81 -2.10 0.24
H -7.65 -3.67 0.80
H -7.22 -5.67 2.17
H -4.92 -6.15 3.00
O -2.25 1.86 -3.86
N -1.71 0.82 -3.74
O -1.94 -0.14 -3.04
```

Its multiplicity is 5. As for the highest occupied orbital energy (spin up / spin down): -6.898 / -7.016 eV. The expectation value of S² is 6.042.


(3)
Molecular formula: C41H60AlBO39
Method: DFT, ωB97M-V/def2-TZVPD

```
142
C41H60AlBO39 (ωB97M-V/def2-TZVPD)
C -0.95 -1.00 2.12
C 0.50 -1.07 1.77
O 1.18 -2.00 2.14
O 1.06 -0.10 1.05
C 0.78 -0.17 -0.37
C 1.62 0.83 -1.15
C 2.26 1.96 -0.33
C 2.28 3.31 -1.07
C 2.38 4.50 -0.09
C 1.24 5.54 -0.15
C -0.18 5.04 -0.38
O -0.49 3.77 0.22
B -0.47 3.60 1.55
O -0.21 4.58 2.51
O -0.67 2.29 1.99
C -1.17 6.18 -0.03
O -2.46 5.79 -0.40
Al -2.27 4.52 -1.70
C -3.36 4.82 -3.40
O -2.83 5.22 -4.50
O -4.60 4.60 -3.29
O -0.43 4.85 -1.74
H -1.53 -0.38 1.44
H -1.33 -2.01 2.11
H -1.07 -0.58 3.12
H -0.28 -0.03 -0.57
H 1.03 -1.18 -0.71
H 2.40 0.31 -1.70
H 0.97 1.30 -1.89
H 3.31 1.67 -0.17
H 1.82 2.07 0.65
H 3.19 3.32 -1.67
H 1.47 3.38 -1.79
H 3.30 5.04 -0.28
H 2.48 4.09 0.91
H 1.48 6.28 -0.90
H 1.23 6.05 0.82
H 0.72 4.58 2.75
H -1.04 1.82 1.23
H -0.87 6.97 -0.73
H -1.09 6.52 1.01
H -2.69 3.06 -1.18
C -1.48 3.52 5.34
C -1.78 2.08 5.01
O -1.07 1.38 6.06
C -0.94 2.22 7.11
O -0.55 1.89 8.19
O -1.30 3.48 6.78
H -2.30 4.19 5.08
H -0.57 3.87 4.87
H -2.84 1.83 5.09
H -1.42 1.82 4.02
C 1.41 6.03 -4.85
C 1.87 6.60 -3.52
O 2.58 5.51 -2.95
C 2.99 4.69 -3.94
O 3.70 3.75 -3.80
O 2.43 5.06 -5.12
H 1.36 6.77 -5.64
H 0.45 5.52 -4.77
H 2.56 7.45 -3.64
H 1.05 6.90 -2.87
C 2.93 7.06 6.34
C 1.67 6.21 6.38
O 1.42 5.97 5.00
C 2.59 6.09 4.32
O 2.75 5.78 3.19
O 3.55 6.61 5.13
H 3.58 6.89 7.19
H 2.71 8.12 6.25
H 1.82 5.26 6.89
H 0.82 6.72 6.84
C 2.00 -4.85 3.30
C 3.07 -5.55 2.49
O 2.71 -6.94 2.66
C 1.40 -7.00 2.97
O 0.76 -8.01 3.00
O 0.90 -5.78 3.21
H 1.72 -3.88 2.90
H 2.28 -4.74 4.35
H 3.02 -5.31 1.43
H 4.07 -5.38 2.86
C 1.59 -6.88 -0.91
C 0.92 -7.48 -2.13
O 1.06 -6.44 -3.09
C 2.11 -5.66 -2.74
O 2.59 -4.82 -3.42
O 2.55 -5.99 -1.50
H 2.09 -7.62 -0.29
H 0.90 -6.30 -0.29
H 1.43 -8.37 -2.49
H -0.13 -7.72 -1.97
C 1.57 -11.07 2.30
C 0.37 -11.91 2.65
O 0.02 -12.48 1.38
C 1.12 -12.49 0.59
O 1.21 -13.04 -0.45
O 2.12 -11.77 1.17
H 2.30 -11.00 3.10
H 1.30 -10.06 1.99
H 0.61 -12.72 3.34
H -0.46 -11.34 3.05
C -5.22 5.74 -5.95
C -4.64 7.06 -6.38
O -5.23 7.25 -7.70
C -6.36 6.53 -7.75
O -7.16 6.61 -8.65
O -6.49 5.73 -6.70
H -5.37 5.66 -4.88
H -4.61 4.90 -6.27
H -4.96 7.89 -5.74
H -3.56 7.04 -6.44
C -1.46 -3.43 6.52
C -1.10 -2.19 5.73
O -1.97 -2.29 4.60
C -3.03 -3.05 4.94
O -4.01 -3.18 4.29
O -2.83 -3.64 6.15
H -1.37 -3.30 7.60
H -0.88 -4.31 6.22
H -1.32 -1.27 6.27
H -0.06 -2.17 5.41
C -5.25 -0.95 -1.71
C -5.08 0.38 -2.44
O -4.10 1.02 -1.63
C -3.39 0.10 -0.98
O -2.39 0.31 -0.36
O -3.96 -1.13 -1.10
H -5.47 -1.78 -2.38
H -6.00 -0.90 -0.93
H -4.68 0.26 -3.45
H -5.98 0.97 -2.48
C 3.95 -5.32 -7.05
C 2.73 -6.14 -6.70
O 2.37 -6.71 -7.96
C 3.48 -6.74 -8.74
O 3.56 -7.31 -9.78
O 4.48 -6.04 -8.17
H 4.68 -5.27 -6.25
H 3.70 -4.31 -7.37
H 2.95 -6.95 -5.99
H 1.92 -5.54 -6.30
```

As for the highest occupied orbital energy: -0.678 eV. The total charge is -2.


Number 1: calculated total energy -5203.1072 hartree. Number 2: calculated total energy -3183.0753 hartree. Number 3: calculated total energy -4800.3654 hartree.